No. 1
Below is a 4-piece molecular cluster, C15H37IN4O9S overall, with properties calculated with ωB97M-V/def2-TZVPD.

Geometry (Å):
O: 7.61706 -1.64681 -0.14975
N: 7.84604 -0.66883 -0.86746
O: 6.66416 -0.18593 -1.36000
C: 6.37313 1.10503 -0.67735
C: 4.89595 0.94056 0.01453
I: 4.72823 1.75483 2.03824
C: 3.53944 1.18380 -0.92980
O: 2.50305 0.48480 -0.10199
S: 3.17499 -1.06525 0.14952
O: 2.99794 -1.77335 1.51924
O: 2.95371 -1.88243 -1.14791
O: 4.82072 -0.52143 0.25069
H: 7.16064 1.33484 0.18177
H: 6.36494 2.02182 -1.41360
H: 3.72759 0.57138 -1.93699
H: 3.15205 2.28692 -1.04547
C: -2.66452 0.64243 0.68701
C: -1.24939 0.50761 0.13093
C: -1.02661 -0.79009 -0.68123
O: -0.87091 -1.96558 0.11981
C: -2.09109 -2.54169 0.55910
N: -0.28810 0.62233 1.23756
H: -2.84084 0.00149 1.55348
H: -2.84777 1.67343 1.01319
H: -3.41092 0.40022 -0.07605
H: -1.08868 1.35154 -0.55082
H: -0.08503 -0.68357 -1.23275
H: -1.81142 -0.93411 -1.43390
H: -2.88934 -2.43605 -0.18122
H: -2.39092 -2.10063 1.51058
H: -1.91957 -3.60786 0.73204
H: 0.65622 0.62434 0.85068
H: -0.32931 -0.25290 1.76768
C: 0.06540 -3.36136 -5.45620
C: -0.41684 -2.14965 -6.24943
C: 0.63782 -1.02298 -6.35690
O: 0.78572 -0.24072 -5.16784
C: 1.62290 -0.82473 -4.18205
N: -1.67056 -1.65942 -5.65804
H: 0.07158 -3.18556 -4.37837
H: -0.59523 -4.21874 -5.63347
H: 1.07492 -3.65405 -5.76155
H: -0.63110 -2.49509 -7.26806
H: 0.30243 -0.32172 -7.13010
H: 1.60844 -1.41012 -6.69037
H: 2.45092 -1.38769 -4.62236
H: 1.03376 -1.46352 -3.52282
H: 2.03957 -0.01920 -3.57085
H: -2.03684 -0.90924 -6.24498
H: -1.42863 -1.18466 -4.78350
C: -2.21083 1.85865 4.22005
C: -3.38878 2.77774 4.53266
C: -3.56713 3.06013 6.04318
O: -4.15663 1.98244 6.77719
C: -3.24530 0.96216 7.15432
N: -4.60927 2.20767 3.94334
H: -2.41929 0.81158 4.44994
H: -1.96545 1.90565 3.15210
H: -1.31846 2.16081 4.77720
H: -3.18813 3.73790 4.04207
H: -4.26218 3.90160 6.14770
H: -2.62543 3.37718 6.50777
H: -2.25273 1.35852 7.38699
H: -3.18182 0.20899 6.36792
H: -3.63865 0.46987 8.04817
H: -5.37497 2.86937 4.07478
H: -4.88065 1.40731 4.52173

Forces on the atoms, in the same order (eV/Å):
O 1.23 3.39 -2.97
N -0.08 -4.17 3.61
O -1.23 2.67 0.09
C -0.19 1.15 0.58
C -0.23 -1.82 -1.20
I 0.15 0.28 -0.93
C 0.88 -0.15 0.49
O 2.07 -1.66 -0.55
S 0.95 -4.14 0.36
O -0.12 3.46 -5.54
O 0.84 3.47 4.99
O -2.91 0.94 -0.66
H -1.67 -0.70 -1.94
H 0.02 -1.98 1.23
H -0.56 1.55 2.08
H 0.98 -2.34 0.21
C -0.18 0.29 -0.07
C -0.13 -0.43 0.26
C 0.33 0.04 0.15
O -0.29 0.38 -0.49
C 0.31 -0.18 0.21
N 0.22 -0.28 -0.19
H 0.08 0.03 -0.09
H 0.05 -0.23 -0.04
H 0.05 0.00 0.07
H 0.09 -0.12 -0.02
H 0.01 -0.10 0.13
H -0.14 -0.03 0.11
H 0.01 0.10 0.02
H -0.25 0.02 -0.02
H 0.08 0.12 -0.09
H -0.33 0.17 0.18
H -0.07 0.28 -0.06
C -0.02 -0.34 -0.08
C 0.15 0.15 0.43
C -0.30 0.18 -0.04
O 0.25 -0.33 -0.46
C -0.26 0.20 0.14
N 0.16 0.36 -0.08
H 0.00 0.08 -0.10
H 0.08 0.22 0.04
H -0.07 0.04 0.05
H 0.03 0.16 0.04
H 0.00 0.01 0.18
H 0.03 -0.09 0.15
H -0.07 -0.06 0.00
H 0.22 -0.17 0.07
H -0.07 0.01 -0.12
H -0.03 -0.20 0.06
H -0.08 -0.23 -0.20
C 0.22 0.12 -0.32
C -0.01 -0.43 0.32
C -0.35 0.05 -0.14
O 0.49 0.41 -0.10
C -0.38 -0.13 0.06
N -0.18 0.12 0.31
H -0.07 0.09 0.05
H -0.03 -0.03 0.28
H -0.07 -0.05 -0.03
H -0.10 -0.02 0.12
H -0.03 -0.17 0.04
H 0.08 -0.16 -0.02
H 0.00 0.02 -0.10
H 0.25 -0.06 0.01
H -0.02 0.15 -0.07
H 0.12 -0.09 -0.14
H 0.13 0.17 -0.23

Computed properties:
HOMO-LUMO gap = 8.044 eV
Highest occupied orbital energy = -9.0 eV
Largest force on an atom = 6.5 eV/Å
2S+1 = 1
Structure (SMILES) = O=NOC[C@@]1(I)COS(=O)(=O)O1.COC[C@@H](C)N.COC[C@@H](C)N.COC[C@@H](C)N
LUMO energy = -0.97 eV


No. 2
Below is C58H39BrF15GeNO3SSb2Ti as an isolated structure, with properties calculated with ωB97M-V/def2-TZVPD.

Geometry (Å):
Ti: 3.29938 0.11355 -3.64383
C: 5.74523 2.80022 -1.50533
C: 4.52035 2.21213 -2.09687
O: 4.64710 1.41723 -3.14945
C: 3.22442 2.78515 -1.82286
C: 3.19543 4.00392 -1.07473
C: 1.92895 4.46518 -0.68181
C: 0.75387 3.70626 -0.94199
C: 0.77421 2.71467 -1.91668
C: 2.04689 2.27208 -2.45633
O: 2.04756 1.54260 -3.57451
H: 5.69573 2.93718 -0.47642
H: 5.67856 3.77902 -1.95588
H: 6.71691 2.28947 -1.69474
H: 4.15490 4.34905 -0.61121
H: 1.82912 5.37120 -0.13286
H: -0.16836 4.00620 -0.36520
H: -0.16034 2.31038 -2.35281
C: -4.96240 3.36534 3.30881
C: -3.67460 2.53471 3.43999
C: -2.83033 2.59725 4.78728
Sb: -0.84621 1.79208 4.22392
C: -0.14044 1.91334 6.26613
C: 1.23701 1.59792 6.36306
C: 1.74324 1.25348 7.59856
C: 0.93930 1.14657 8.72739
C: -0.40972 1.40881 8.59032
C: -0.98298 1.75562 7.33834
C: -1.33410 -0.34794 4.23062
C: -0.54268 -1.13192 5.09593
C: -0.89527 -2.44462 5.24291
C: -2.04377 -2.95607 4.58572
C: -2.74598 -2.18420 3.76501
C: -2.31460 -0.90701 3.47494
Sb: -4.87458 4.39070 1.37646
C: -6.77297 5.55610 1.58525
C: -6.76302 6.93757 1.78242
C: -7.95867 7.67698 1.70530
C: -9.11740 6.97099 1.36922
C: -9.10661 5.59309 1.20832
C: -7.97055 4.86036 1.42128
C: -5.47436 2.74887 -0.00425
C: -5.03613 3.00018 -1.30526
C: -5.60744 2.30507 -2.38947
C: -6.72391 1.51583 -2.18412
C: -7.15551 1.25391 -0.88910
C: -6.52175 1.82240 0.18428
H: -4.86823 4.17795 4.02164
H: -5.92478 2.78856 3.33957
H: -2.97105 2.85102 2.58038
H: -3.96901 1.47601 3.21780
H: -3.17999 1.83616 5.57913
H: -2.83315 3.59439 5.26628
H: 1.78632 1.49449 5.45143
H: 2.78215 1.02935 7.66614
H: 1.39210 0.94656 9.70365
H: -1.04883 1.29555 9.50863
H: -2.01457 2.10395 7.18465
H: 0.34074 -0.69467 5.65247
H: -0.37581 -3.10144 5.92557
H: -2.40817 -4.02459 4.81260
H: -3.63709 -2.63520 3.31768
H: -2.76876 -0.39834 2.63541
H: -5.78472 7.35504 1.98099
H: -7.91484 8.77141 1.85751
H: -10.01910 7.62122 1.25483
H: -9.96280 5.05188 0.82264
H: -8.03446 3.76179 1.55484
H: -4.27526 3.69724 -1.58807
H: -5.14554 2.21437 -3.38419
H: -7.10990 0.94553 -3.03120
H: -7.87713 0.40424 -0.69369
H: -6.87078 1.59972 1.21387
O: 1.71533 -0.94433 -5.13173
H: 1.36400 -0.45179 -5.93223
H: 0.91190 -1.01910 -4.51884
F: 6.10750 -2.15766 -1.11248
C: 6.24900 -3.49642 -1.33109
C: 5.07707 -4.24591 -1.64783
C: 5.24182 -5.55482 -2.06108
F: 4.26144 -6.48736 -1.96428
C: 6.47667 -5.97016 -2.47212
F: 6.60988 -6.99284 -3.38570
C: 7.53940 -5.40468 -1.86535
F: 8.65109 -6.17607 -1.70900
C: 7.47567 -4.11013 -1.26735
F: 8.66025 -3.65231 -0.72192
Ge: 3.16851 -3.58815 -1.83604
S: 3.29352 -1.38635 -1.89093
C: 1.87122 -4.25272 -3.18969
C: 0.45479 -4.13536 -3.05799
F: -0.04601 -3.78323 -1.83059
C: -0.47348 -4.50097 -4.00704
F: -1.81256 -4.31796 -3.77564
C: 0.08518 -5.14420 -5.11830
F: -0.82057 -5.66833 -6.03825
C: 1.49863 -5.37343 -5.34026
F: 1.90589 -6.06677 -6.37767
C: 2.35914 -4.80538 -4.40490
F: 3.67370 -4.87448 -4.69536
C: 2.39539 -4.16142 -0.05730
C: 1.66659 -5.29314 0.13860
F: 1.37424 -6.07688 -1.00904
C: 1.02100 -5.51019 1.32413
F: 0.11324 -6.47517 1.49363
C: 1.19898 -4.65608 2.42260
F: 0.41307 -4.81326 3.48904
C: 2.10686 -3.59881 2.32211
F: 2.36136 -2.76535 3.30476
C: 2.66692 -3.36287 1.06050
F: 3.64959 -2.41597 0.95678
Br: 3.28877 -1.25187 -9.58269
C: 3.85484 -0.87519 -7.87468
C: 3.86628 0.39458 -7.38823
C: 4.22505 0.65645 -6.07096
N: 4.34322 -0.40909 -5.25863
C: 4.42146 -1.70072 -5.69741
C: 4.28758 -1.90871 -7.07293
H: 3.60370 1.20940 -8.03029
H: 4.38401 1.66471 -5.68455
H: 4.56156 -2.40082 -4.89316
H: 4.34649 -2.95179 -7.50489

Forces on the atoms, in the same order (eV/Å):
Ti -0.66 1.58 0.78
C 0.64 -0.49 -1.64
C -1.16 -0.23 -0.24
O 0.09 -1.07 0.05
C 1.67 -0.06 -0.63
C -1.26 -0.91 1.04
C 0.43 -1.21 -0.12
C -0.08 1.25 0.37
C 1.30 -0.77 -0.77
C -2.31 2.43 1.46
O 0.32 -1.49 -0.15
H -0.32 0.19 1.96
H 1.04 0.81 -0.10
H -0.97 0.26 -0.39
H -1.33 0.16 -0.76
H 0.02 0.47 0.61
H 0.91 -0.38 -1.12
H 0.71 0.09 0.44
C 0.04 -0.06 -0.59
C 0.69 -0.67 -0.62
C -0.96 -1.68 -0.27
Sb -0.49 0.82 0.19
C 1.00 -1.39 -1.57
C -1.74 -0.04 0.82
C 0.41 -0.08 -0.19
C 0.06 0.53 -0.21
C -1.65 -0.09 0.81
C 0.39 0.94 1.15
C 1.72 1.53 0.81
C 0.33 0.64 0.31
C -0.65 -1.09 0.10
C 1.19 -2.78 2.73
C -1.59 -0.28 -1.78
C -0.82 0.39 -0.59
Sb -0.55 -0.07 0.28
C 0.72 -1.23 0.26
C -0.14 -0.50 -0.39
C 0.92 -0.54 0.13
C -0.45 1.89 -0.03
C -1.04 0.05 -0.32
C 0.68 -0.29 0.43
C -0.53 1.42 0.11
C -0.63 -0.99 -0.78
C 0.01 -0.44 0.01
C 0.54 -0.73 -0.28
C -0.85 -1.88 0.14
C 0.30 0.78 1.22
H -0.75 0.14 0.24
H 0.95 0.62 0.51
H -0.78 -0.56 1.21
H 0.62 0.72 0.23
H 0.05 1.20 -1.32
H 0.31 -0.39 -0.45
H 0.70 0.30 -0.22
H 0.71 -0.18 0.17
H -0.32 -0.13 -0.40
H 0.53 0.26 -1.12
H 0.36 -0.71 0.65
H -1.29 -0.59 -0.64
H 0.26 0.00 -0.03
H 0.78 1.79 -0.35
H 0.28 0.46 -0.23
H -0.25 0.41 0.24
H -0.12 0.58 -0.08
H -0.34 -0.81 -0.09
H 0.56 -1.10 -0.10
H -0.39 0.22 0.45
H 0.18 0.76 -0.74
H 0.57 0.39 0.47
H -0.19 0.81 0.47
H -0.15 0.23 0.30
H 0.55 1.37 -0.37
H 0.30 0.07 -0.75
O -2.41 0.56 0.33
H 0.63 -0.72 1.43
H 1.48 0.14 -1.24
F 0.52 -1.39 0.21
C -1.49 1.32 -0.19
C -0.25 0.02 -0.36
C -0.65 0.23 0.45
F -0.03 0.99 -0.97
C -0.31 -2.28 -1.66
F -0.02 0.64 1.77
C 2.34 0.70 1.33
F -0.59 1.14 -0.64
C 1.64 -1.52 -0.14
F -2.02 -0.10 -0.75
Ge -0.08 0.68 1.54
S -0.21 -0.89 0.55
C -0.11 -0.34 -1.53
C 1.34 0.10 2.08
F 0.51 0.17 -1.20
C 0.12 -0.24 -0.27
F 1.95 -0.51 -0.68
C -0.74 -1.24 -1.72
F 1.57 0.78 1.17
C -2.61 1.27 1.50
F 0.14 -0.01 -0.40
C -1.06 -0.03 0.47
F -0.12 0.08 0.53
C 1.43 1.34 -0.14
C -1.14 -0.70 -2.41
F 0.38 0.86 2.28
C -0.76 -0.32 1.35
F 0.13 -0.18 -0.33
C 0.16 0.37 -0.57
F 0.55 -0.10 -0.13
C -0.35 -0.21 -1.37
F -0.01 0.12 0.66
C 0.92 -0.36 -0.10
F -1.13 -0.58 0.25
Br -0.24 -0.08 -0.96
C 0.48 -0.62 0.51
C 0.18 1.76 0.29
C -0.05 -1.34 -1.12
N 1.33 -0.59 -0.35
C -0.08 2.45 -1.28
C -0.16 -2.78 0.74
H -0.02 0.38 -0.29
H -0.30 -0.35 0.22
H 0.05 -0.56 -0.28
H 0.01 1.35 0.66

Computed properties:
HOMO-LUMO gap (spin up / spin down) = 4.125 / 6.732 eV
Highest occupied orbital energy (spin up / spin down) = -5.2 / -7.7 eV
Largest force on an atom = 4.1 eV/Å
2S+1 = 3
LUMO energy (spin up / spin down) = -1.04 / -1.00 eV


Q: Which energy above the lowest of the compared OMol25 structures with the same formula, charge and spin values were calculated for the entries above? A: 3.3747, 5.5499, in eV.
Q: Which molar mass values were calculated for the entries above? A: 576.45, 1558.89, in g/mol.